{"formula": "C9H8BrNO2S", "method": "ωB97M-V/def2-TZVPD", "energy_ev": -95921.003, "largest_force_ev_per_a": 3.32, "relative_energy_kcal_mol": 67.38, "smiles": "BrC#Cc1cscn1.CC1(C)OC1=O", "lumo_energy_ev": 0.60, "homo_lumo_gap_ev": 9.24, "symbols": ["C", "C", "C", "C", "C", "C", "C", "C", "C", "N", "O", "O", "S", "Br", "H", "H", "H", "H", "H", "H", "H", "H"], "xyz": [[1.6164, -2.7038, -0.0568], [0.3373, -3.1424, -2.0376], [0.2384, -2.5559, 0.0542], [-0.3432, -2.1508, 1.3442], [-0.8097, -1.5910, 2.3123], [0.6882, 0.8212, 0.0499], [-0.2646, 1.8844, -0.0927], [-1.4870, 2.0688, 0.7640], [0.1599, 3.0579, -0.8470], [-0.4729, -2.8200, -1.0840], [1.6844, 0.4096, 0.5124], [-0.1493, 0.5586, -0.9085], [2.0135, -3.1385, -1.6418], [-1.3518, -1.0743, 3.9478], [2.2251, -2.2725, 0.6624], [-0.0547, -3.5346, -2.9009], [-2.0708, 1.2159, 0.4872], [-1.7952, 3.0652, 0.7385], [-1.0499, 1.9228, 1.6744], [-0.6343, 3.4069, -1.4198], [0.9919, 2.9514, -1.4784], [0.5284, 3.6211, -0.0798]]}

{"formula": "C9H8ClNO2", "method": "ωB97M-V/def2-TZVPD", "energy_ev": -27567.865, "largest_force_ev_per_a": 4.37, "relative_energy_kcal_mol": 42.79, "smiles": "O[C@@H]1C(Cl)=CC=C[C@H]1c1ncco1", "lumo_energy_ev": 0.78, "homo_lumo_gap_ev": 9.66, "symbols": ["C", "C", "C", "C", "C", "C", "C", "C", "C", "N", "O", "O", "Cl", "H", "H", "H", "H", "H", "H", "H", "H"], "xyz": [[1.6759, -0.8509, 2.7582], [2.1790, -1.6958, 1.8653], [0.3863, -0.8441, 1.0592], [-0.4418, -0.7816, -1.4008], [-0.2554, 0.2064, -2.2524], [-0.6788, -0.5393, 0.0998], [-0.3674, 1.6146, -1.9282], [-1.1923, 0.9802, 0.2951], [-0.8271, 1.9449, -0.7790], [0.5000, -0.2970, 2.2470], [1.3399, -1.7059, 0.7888], [-2.5980, 0.9456, 0.4795], [-1.2901, 3.5659, -0.4468], [1.9578, -0.5349, 3.8197], [2.9066, -2.3573, 1.8293], [-0.2879, -1.7663, -1.7561], [-0.2752, 0.0502, -3.3368], [-1.5268, -1.1185, 0.2925], [-0.1082, 2.4214, -2.5656], [-0.7641, 1.2186, 1.2181], [-2.9048, 1.8066, 0.9850]]}

{"formula": "C9H8ClNO3", "method": "ωB97M-V/def2-TZVPD", "energy_ev": -29613.619, "largest_force_ev_per_a": 3.58, "relative_energy_kcal_mol": 40.57, "smiles": "O=C(Cl)c1ccccc1.[O-][N+]#CCO", "lumo_energy_ev": -0.39, "homo_lumo_gap_ev": 9.04, "symbols": ["C", "C", "C", "C", "C", "C", "C", "C", "C", "N", "O", "O", "O", "Cl", "H", "H", "H", "H", "H", "H", "H", "H"], "xyz": [[3.5152, 0.3593, -0.3556], [3.0071, -0.7744, -1.0571], [2.6307, 0.9745, 0.4928], [1.8391, -1.4100, -0.6631], [1.3912, 0.4659, 0.7738], [1.0441, -0.7361, 0.2649], [-0.3643, -1.1505, 0.4215], [-2.7385, 1.2942, -0.1959], [-3.8997, 0.5348, 0.3941], [-1.6197, 1.4132, -0.5595], [-0.5693, 1.7345, -1.0431], [-1.0593, -0.7656, 1.3278], [-3.6219, -0.8181, 0.4631], [-1.1746, -2.2293, -0.6826], [4.3841, 0.8707, -0.5837], [3.6361, -1.0331, -1.9212], [2.9809, 1.7421, 1.1780], [1.5963, -2.2612, -1.3030], [0.5807, 1.1499, 1.1888], [-4.0941, 0.8576, 1.4398], [-4.8298, 0.7207, -0.2897], [-2.6345, -0.9391, 0.7102]]}

{"formula": "C9H8FNO", "method": "ωB97M-V/def2-TZVPD", "energy_ev": -15717.352, "largest_force_ev_per_a": 1.73, "relative_energy_kcal_mol": 31.59, "smiles": "C=CC(=O)Nc1ccc(F)cc1", "lumo_energy_ev": 0.64, "homo_lumo_gap_ev": 9.28, "symbols": ["C", "C", "C", "C", "C", "C", "C", "C", "C", "H", "H", "H", "H", "H", "H", "H", "H", "N", "O", "F"], "xyz": [[-2.8862, 0.0004, 0.0429], [-2.0945, 1.1198, 0.1460], [-0.7304, 0.9757, 0.0298], [-0.1473, -0.2510, -0.1324], [2.2354, 0.5791, -0.1374], [3.6293, -0.0006, -0.1733], [4.0305, -1.0979, 0.4443], [-0.9685, -1.3765, -0.2213], [-2.3329, -1.2524, -0.0826], [-2.5084, 2.0932, 0.2757], [-0.1522, 1.8753, 0.2199], [1.5803, -1.2910, -0.4391], [4.3422, 0.6052, -0.6577], [5.0775, -1.3358, 0.3552], [3.4183, -1.8005, 1.0487], [-0.5581, -2.3756, -0.3778], [-2.9822, -2.1683, -0.0523], [1.2760, -0.4102, -0.0990], [2.0283, 1.7769, -0.0425], [-4.1987, 0.0972, 0.1293]]}

{"formula": "C9H8FeN2O4", "method": "ωB97M-V/def2-TZVPD", "energy_ev": -54977.411, "largest_force_ev_per_a": 10.07, "charge": 3, "relative_energy_kcal_mol": 52.36, "lumo_energy_ev": [-12.96, -16.66], "multiplicity": 6, "homo_lumo_gap_ev": [7.55, 5.15], "symbols": ["Fe", "O", "C", "C", "O", "C", "O", "C", "O", "C", "H", "H", "C", "H", "H", "N", "C", "C", "C", "N", "H", "H", "H", "H"], "xyz": [[-0.0361, 0.0322, -0.2290], [0.0388, 2.7863, -1.0224], [0.0040, 1.5485, -1.2880], [-0.0969, -1.5243, -1.1574], [-0.1237, -2.7252, -1.0553], [1.5978, 0.0368, -1.0435], [2.6715, 0.0137, -1.5357], [-1.6261, 0.1023, -1.1086], [-2.7005, 0.1185, -1.5432], [0.0216, 0.7649, -2.8171], [-0.8519, 1.2415, -3.3350], [0.9303, 1.2005, -3.3075], [-0.0069, -0.7548, -2.8155], [0.8988, -1.2487, -3.2932], [-0.9081, -1.2249, -3.3213], [-0.6587, -0.9937, 2.5201], [-0.4646, -0.8078, 3.8469], [0.3717, 0.2853, 3.9666], [0.6342, 0.7244, 2.6727], [0.0306, -0.0646, 1.7453], [-1.2649, -1.7474, 2.1997], [-0.9144, -1.4191, 4.6315], [0.6952, 0.6934, 4.9035], [1.2676, 1.5406, 2.4541]]}

{"formula": "C9H8GaI2N3", "method": "ωB97M-V/def2-TZVPD", "energy_ev": -82491.285, "largest_force_ev_per_a": 0.94, "charge": 2, "relative_energy_kcal_mol": 6.88, "lumo_energy_ev": -9.11, "homo_lumo_gap_ev": 7.13, "symbols": ["Ga", "C", "C", "C", "C", "C", "C", "H", "H", "H", "H", "H", "H", "I", "C", "I", "H", "H", "N", "C", "N", "C", "N"], "xyz": [[-0.7296, -0.4145, 0.2705], [0.7718, 2.8707, 0.6231], [1.8682, 2.1559, 0.1180], [2.0826, 0.8279, 0.4618], [1.2122, 0.2057, 1.3591], [0.0761, 0.9189, 1.8454], [-0.1400, 2.2565, 1.4535], [0.6569, 3.9188, 0.3778], [2.5819, 2.6597, -0.5238], [2.9594, 0.3024, 0.1048], [1.4666, -0.7556, 1.7954], [-0.4754, 0.5110, 2.6903], [-0.9759, 2.8082, 1.8632], [-0.5976, 0.9587, -2.1624], [-2.6799, 0.5009, -2.1603], [-3.3920, 0.3455, -0.1639], [-2.8222, -0.4541, -2.6499], [-3.2096, 1.3074, -2.6540], [-0.9190, -2.1067, -0.2364], [-0.3238, -3.1801, -0.2625], [0.1382, -4.2663, -0.2952], [0.8906, -5.2556, -0.7439], [1.5605, -6.1153, -1.1106]]}

{"formula": "C9H8N2", "method": "ωB97M-V/def2-TZVPD", "energy_ev": -12439.838, "largest_force_ev_per_a": 12.23, "relative_energy_kcal_mol": 77.22, "lumo_energy_ev": 0.83, "homo_lumo_gap_ev": 9.54, "symbols": ["C", "C", "C", "C", "C", "C", "C", "C", "C", "H", "H", "H", "H", "H", "H", "H", "H", "N", "N"], "xyz": [[0.0905, -2.9628, -0.7218], [1.1405, -2.4260, -0.0718], [1.1417, -1.0827, 0.1909], [0.0257, -0.2396, -0.2236], [-0.9798, -0.8603, -0.8638], [-1.0556, -2.3084, -1.1569], [-0.0170, 1.1538, 0.0510], [0.1094, 2.9592, 1.2883], [-0.2389, 3.3033, 0.0740], [0.0919, -4.1067, -1.0608], [2.0659, -2.9387, 0.1361], [1.9404, -0.5156, 0.7076], [-2.1689, -0.1923, -1.1639], [-1.7636, -2.6595, -1.7639], [0.2648, 1.2621, 2.1221], [0.1362, 3.6583, 2.1212], [-0.5666, 4.2484, -0.2707], [0.1663, 1.6344, 1.3654], [-0.3829, 2.0731, -0.7595]]}

{"formula": "C9H8N2O", "method": "ωB97M-V/def2-TZVPD", "energy_ev": -14485.539, "largest_force_ev_per_a": 3.49, "relative_energy_kcal_mol": 121.14, "smiles": "C#CC(=O)C#N.C/C=C/CC#N", "lumo_energy_ev": -1.57, "homo_lumo_gap_ev": 7.99, "symbols": ["C", "C", "C", "C", "C", "C", "C", "C", "C", "H", "H", "H", "H", "H", "H", "H", "H", "N", "N", "O"], "xyz": [[4.5661, 1.1488, -0.1238], [5.6233, 0.2991, -0.5857], [6.5439, -0.4908, -0.5446], [3.3652, 0.4411, 0.3100], [-0.6350, -1.0082, -0.2620], [-2.1131, -0.8708, -0.3370], [-2.7547, 0.1833, 0.1706], [-4.1902, 0.1948, 0.6546], [-5.0042, 1.0971, -0.1944], [7.3179, -1.2359, -0.5116], [-0.1818, -1.3387, -1.2005], [-0.2467, -0.0161, -0.0157], [-0.2532, -1.7148, 0.5021], [-2.6898, -1.7219, -0.6761], [-2.2358, 1.1211, 0.3108], [-4.5835, -0.8337, 0.6824], [-4.2327, 0.5534, 1.6886], [2.4373, -0.0110, 0.8329], [-5.5080, 1.8841, -0.9123], [4.7749, 2.3193, 0.2116]]}

{"formula": "C9H8N2O2", "method": "ωB97M-V/def2-TZVPD", "energy_ev": -16534.022, "largest_force_ev_per_a": 5.69, "relative_energy_kcal_mol": 110.30, "lumo_energy_ev": 0.21, "homo_lumo_gap_ev": 8.15, "symbols": ["C", "C", "C", "C", "C", "C", "C", "C", "C", "N", "N", "O", "O", "H", "H", "H", "H", "H", "H", "H", "H"], "xyz": [[1.0341, -2.8082, 1.6005], [-0.1350, -2.0992, 2.0593], [1.7657, -2.3741, 0.5228], [-0.4720, -0.9553, 1.3764], [1.2570, -1.2937, -0.2265], [0.1141, -0.6081, 0.2045], [-1.9520, 2.0822, -0.6413], [0.6783, 1.4103, -1.8011], [-0.9525, 3.0544, -1.1603], [-1.6185, 0.8674, -0.3365], [-0.2674, 0.5632, -0.3755], [1.6908, 0.9665, -2.2396], [-0.0206, 2.5347, -2.1489], [1.3350, -3.6857, 2.1893], [-0.6421, -2.6234, 2.9237], [2.6903, -2.8600, 0.2818], [-1.3920, -0.7022, 1.8207], [1.5414, -0.9469, -1.2451], [-3.0496, 2.1834, -0.7516], [-1.4120, 3.9584, -1.6204], [-0.1928, 3.3363, -0.4322]]}

{"formula": "C9H8N2S", "method": "ωB97M-V/def2-TZVPD", "energy_ev": -23274.346, "largest_force_ev_per_a": 7.04, "relative_energy_kcal_mol": 91.24, "lumo_energy_ev": -0.14, "homo_lumo_gap_ev": 8.55, "symbols": ["C", "C", "C", "C", "C", "C", "C", "C", "C", "H", "H", "H", "H", "H", "H", "H", "H", "N", "N", "S"], "xyz": [[3.3266, 1.5611, 0.1080], [2.5365, 0.2589, 0.0880], [2.8346, -1.0087, -0.1283], [0.4218, -0.5835, 0.2285], [-1.0346, -0.3501, 0.1364], [-1.9265, -1.5323, 0.0682], [-3.3103, -1.1614, 0.2077], [-3.8102, 0.2217, -0.0665], [-1.6062, 0.9298, -0.2735], [3.4000, 1.8042, 1.1195], [2.4350, 2.4533, -0.4644], [4.4642, 1.4133, -0.4780], [3.8025, -1.5850, -0.5091], [-1.4237, -2.4926, 0.2629], [-4.0739, -1.8985, 0.0958], [-4.8111, 0.2766, 0.1405], [-0.8962, 1.8113, -0.4235], [1.1713, 0.4807, 0.2124], [-2.9138, 1.2996, -0.1807], [1.4142, -1.8984, -0.1438]]}

{"formula": "C9H8N3O3", "method": "ωB97M-V/def2-TZVPD", "energy_ev": -20072.946, "largest_force_ev_per_a": 4.66, "charge": -1, "relative_energy_kcal_mol": 24.89, "lumo_energy_ev": [2.81, 3.14], "homo_lumo_gap_ev": [7.76, 8.25], "symbols": ["C", "C", "C", "C", "C", "C", "C", "C", "C", "N", "N", "N", "O", "O", "O", "H", "H", "H", "H", "H", "H", "H", "H"], "xyz": [[0.0167, 3.7176, 0.9725], [0.0826, 3.6196, -0.4697], [0.0176, 2.5269, 1.7191], [-0.0125, 2.4006, -1.1152], [0.1459, 1.3436, 1.0216], [0.0216, 1.2149, -0.3804], [0.3375, -0.7233, 0.6345], [-0.3297, -2.7067, -2.5423], [-0.6697, -5.1216, -1.0230], [0.3928, 0.1388, 1.6186], [0.1775, -0.1268, -0.6066], [-0.7713, -2.8137, -1.2136], [-0.4057, -3.6917, -3.3067], [-0.0282, -1.5001, -2.8371], [-1.1511, -3.9498, -0.6678], [-0.0002, 4.6544, 1.3331], [0.1166, 4.4403, -1.2001], [0.0214, 2.5726, 2.8687], [-0.0439, 2.4548, -2.1209], [0.0310, -5.3341, -1.9161], [-0.9523, -5.7490, -0.2601], [0.4529, -1.7937, 0.5877], [0.1584, -0.8615, -1.4197]]}

{"formula": "C9H8N3O8ReSbSe4", "method": "ωB97M-V/def2-TZVPD", "energy_ev": -300330.223, "largest_force_ev_per_a": 3.92, "charge": 3, "relative_energy_kcal_mol": 74.77, "lumo_energy_ev": [-13.12, -13.11], "homo_lumo_gap_ev": [4.96, 4.96], "symbols": ["Re", "Se", "Sb", "Se", "Se", "Se", "N", "C", "C", "O", "O", "H", "H", "H", "H", "H", "O", "C", "O", "C", "C", "C", "C", "C", "C", "N", "O", "O", "N", "O", "O", "H", "H", "H"], "xyz": [[0.8495, -1.5101, -1.3097], [3.9801, -4.6005, -3.6762], [2.0079, -3.5171, -4.3255], [0.5088, -3.6498, -1.9190], [2.6540, -0.9580, -2.4750], [0.3019, -2.9374, -5.8382], [-1.0861, 2.0756, -4.8383], [-1.4273, 0.7540, -4.2135], [-0.2304, 0.2554, -3.4109], [0.7401, 0.9789, -3.2738], [-0.3765, -0.9530, -2.9206], [-1.8753, 2.7250, -4.8296], [-0.7797, 1.9834, -5.8081], [-0.3056, 2.4883, -4.3128], [-1.7033, 0.0242, -4.9687], [-2.2765, 0.8696, -3.5439], [1.2860, -1.5733, 0.5940], [0.4328, -0.5848, 0.8560], [-0.1192, -0.1099, -0.2447], [0.1649, -0.1288, 2.1573], [-0.5360, 1.0785, 2.3391], [-0.7351, 1.5117, 3.6173], [-0.2915, 0.8039, 4.7248], [0.3744, -0.3938, 4.5101], [0.6238, -0.8802, 3.2578], [0.8571, -1.1773, 5.6801], [1.3175, -2.2747, 5.4335], [0.7479, -0.6464, 6.7593], [-1.4540, 2.8006, 3.8196], [-1.7871, 3.3904, 2.8088], [-1.6390, 3.1387, 4.9632], [-0.9115, 1.6643, 1.5125], [-0.4592, 1.1730, 5.7297], [1.1465, -1.8204, 3.1453]]}